1.
This record from the OMol25 dataset describes C3H5N3O in the gas phase. The level of theory is ωB97M-V/def2-TZVPD.

Structure (XYZ):
```
12
Properties=species:S:1:pos:R:3:forces:R:3:lowdin_charge:R:1
N -1.557 0.723 -0.090 2.8 -0.8 0.3 0.03
H 2.272 -1.246 0.481 0.3 -1.1 0.0 0.11
N 1.662 -0.823 -0.189 1.3 1.1 1.3 -0.05
H -0.094 -1.740 -0.705 -0.6 -0.4 -1.3 0.10
H -0.007 -1.621 0.923 0.3 0.5 0.6 0.13
C 0.816 1.208 0.040 1.3 -1.4 -0.5 -0.10
H 0.698 2.256 -0.032 0.6 0.9 0.4 0.10
C -0.310 0.344 -0.061 -2.2 -0.7 0.1 -0.26
C 0.278 -1.070 0.023 -1.7 0.3 0.1 -0.14
O -2.324 -0.432 0.021 -2.8 1.1 0.9 -0.10
H -3.180 -0.017 0.385 1.7 -1.3 -1.0 0.14
N 1.923 0.518 0.101 -0.9 1.9 -1.0 0.04
```
Positions in Å, forces in eV/Å.

structure (SMILES): O/N=C1/C=NNC1
E_LUMO: 0.467 eV
charge: 0
HOMO level: -8.66 eV



2.
This record from the OMol25 dataset describes a molecular structure, C25H27NO6PdS3. The level of theory is ωB97M-V/def2-TZVPD.

Structure (XYZ):
```
63
Properties=species:S:1:pos:R:3:forces:R:3:lowdin_charge:R:1
C 1.024 -2.147 -3.754 0.0 -0.1 0.0 -0.06
H -6.182 0.370 3.756 0.0 0.0 0.0 0.13
C -5.189 0.290 3.333 0.1 0.0 0.1 0.01
H 4.197 -3.323 -3.737 0.0 0.0 0.0 0.12
C 0.947 -1.697 -2.445 -0.1 0.0 0.1 -0.10
C 2.049 -1.810 -1.613 0.1 -0.1 0.3 -0.36
H 2.484 1.587 -4.898 0.0 0.0 0.0 0.12
C -3.754 0.187 1.423 0.0 -0.2 -0.7 -0.27
H 1.295 1.260 1.913 -0.1 0.1 -0.1 0.07
C 0.866 1.652 -3.492 0.0 0.1 0.0 -0.05
Pd -0.994 0.112 -0.353 1.1 4.1 0.4 1.00
O -0.800 -2.234 0.557 -1.5 -0.4 -0.8 0.07
C 3.211 -2.421 -2.071 0.1 0.1 0.1 -0.07
H -5.099 0.822 5.962 0.1 0.1 0.0 0.10
C 0.469 1.990 -2.205 -0.2 0.1 0.0 -0.11
O -0.461 2.197 0.535 -1.4 -1.2 -0.6 -0.54
C 1.415 2.468 -1.305 0.0 0.2 0.3 -0.37
H 0.010 -1.280 -2.098 0.0 0.1 0.0 0.06
O -2.168 -3.962 1.079 -1.5 0.7 -1.2 0.30
H -1.941 0.078 4.264 0.0 0.0 0.0 0.13
H 4.753 0.314 1.833 0.0 -0.1 0.0 0.13
H -1.621 0.065 1.865 -0.1 0.0 0.1 0.08
H 4.107 2.606 -3.333 0.0 0.0 0.0 0.12
H -2.640 -3.004 -1.490 0.9 -0.3 0.6 0.16
C -2.809 0.121 3.619 -0.1 0.0 -0.1 0.00
C 2.185 1.826 -3.887 -0.1 0.0 0.0 -0.04
H -4.527 -0.827 6.003 0.0 0.0 0.0 0.10
N -2.765 -1.079 -0.877 1.0 -2.8 0.1 -0.14
C -4.087 0.195 4.185 0.0 0.1 -0.2 -0.23
H 0.129 1.306 -4.204 0.0 0.0 0.0 0.12
H 4.363 -1.114 0.112 -0.1 -0.1 -0.1 0.10
C -3.003 -2.361 -0.685 -3.4 2.8 -3.0 -0.03
C 3.346 1.869 1.542 0.0 -0.2 -0.1 -0.20
S -3.676 0.205 -0.359 -1.9 1.0 1.9 0.69
C -1.736 -2.987 0.593 4.7 -1.6 3.7 -0.49
C 3.098 2.391 -3.010 0.0 0.1 0.1 -0.04
S 0.833 2.950 0.343 0.9 -0.4 -0.1 1.12
H -3.998 -2.621 -0.320 0.2 -0.3 0.5 0.15
O -2.771 1.284 -0.782 1.1 -0.8 -0.1 -0.32
C 3.286 -2.862 -3.382 0.0 0.0 0.1 -0.04
H 3.135 -0.144 2.305 0.1 0.0 0.1 0.12
C -4.271 0.181 5.666 -0.1 -0.1 0.2 -0.02
H -3.367 0.479 6.193 0.0 0.1 0.0 0.09
C 1.856 2.161 1.686 0.1 0.3 -0.1 -0.27
H 3.416 3.246 -1.081 0.0 0.0 0.0 0.11
H 3.853 2.304 2.404 0.0 0.1 -0.1 0.13
O -4.987 0.177 -0.892 0.2 -0.2 -0.3 -0.20
H 2.236 -3.099 -5.238 0.1 0.0 0.0 0.12
O 1.000 -0.125 0.215 -0.7 -0.4 -0.5 -0.64
H 4.058 -2.560 -1.412 0.1 0.0 -0.1 0.11
C 3.572 -0.371 0.199 -0.4 -0.1 0.2 -0.27
C 2.710 2.738 -1.723 0.1 0.0 0.1 -0.08
H -5.884 0.372 1.299 0.0 0.0 0.1 0.12
S 1.990 -1.302 0.124 0.8 -0.1 -0.7 1.11
H 0.163 -2.065 -4.404 0.0 0.0 0.0 0.12
C 2.193 -2.726 -4.224 -0.1 0.0 -0.1 -0.04
H -0.593 2.010 -1.969 0.1 -0.1 0.1 0.09
C -2.635 0.116 2.249 0.2 0.0 0.1 -0.07
C 3.708 0.376 1.531 0.0 0.1 0.0 -0.21
C -5.033 0.287 1.961 -0.2 -0.1 -0.1 -0.03
H 1.680 2.879 2.488 0.0 0.0 0.0 0.10
H 3.767 2.356 0.665 0.1 0.0 0.0 0.09
H 3.587 0.297 -0.661 0.0 -0.1 -0.1 0.10
```
Positions in Å, forces in eV/Å.

E_LUMO (alpha / beta): -9.647 / -9.533 eV
charge: +2
HOMO level (alpha / beta): -14.74 / -14.79 eV



3.
This record from the OMol25 dataset describes 6 unconnected molecules or ions with the total composition H12O6. The level of theory is ωB97M-V/def2-TZVPD.

Structure (XYZ):
```
18
Properties=species:S:1:pos:R:3:forces:R:3:lowdin_charge:R:1
O -1.318 -1.558 0.222 2.1 3.9 0.6 -0.03
H -1.918 1.998 0.931 -0.7 0.1 0.2 0.05
O -1.156 1.633 0.504 1.7 4.9 2.0 0.00
H 0.621 2.171 -2.764 -0.1 -0.6 -0.5 0.04
H -0.860 -0.164 -1.919 0.0 1.2 0.3 -0.03
H -0.492 -1.534 -0.301 -1.2 -0.7 0.3 0.04
O -0.877 -0.982 -2.394 3.0 -1.5 -1.3 -0.08
H 2.409 -2.098 2.228 0.1 -0.2 0.2 0.02
O -0.202 2.024 -2.281 1.0 2.3 1.1 -0.08
H 1.525 -0.019 0.928 -0.3 1.7 0.7 0.05
O 0.998 0.634 1.458 0.4 -1.9 0.0 -0.07
O 1.883 -2.280 3.017 -0.5 0.6 -0.4 -0.07
H 1.181 -1.602 2.956 0.4 -0.4 0.2 0.03
H -0.105 2.845 -1.699 -0.9 -1.8 -0.6 0.08
H 1.335 1.531 1.469 0.4 -0.2 -0.5 0.04
H -1.739 -2.359 0.213 -1.1 -3.2 -0.5 -0.01
H 0.109 -1.126 -2.657 -2.7 0.5 0.5 0.10
H -1.393 0.888 0.091 -1.5 -4.6 -2.2 -0.06
```
Positions in Å, forces in eV/Å.

structure (SMILES): O.O.O.O.O.O
E_LUMO: 0.138 eV
charge: 0
HOMO level: -10.77 eV



4.
This record from the OMol25 dataset describes a molecular structure, C31H27MnN4O4P2S. The level of theory is ωB97M-V/def2-TZVPD.

Structure (XYZ):
```
70
Properties=species:S:1:pos:R:3:forces:R:3:lowdin_charge:R:1
H -19.320 -6.334 -0.705 0.5 -0.4 0.1 0.07
C -20.197 -1.904 4.072 0.8 0.2 -2.3 -0.09
N -11.368 -3.854 -0.600 -1.5 -1.9 0.1 -0.06
P -16.725 -4.916 0.063 0.0 0.7 0.1 1.04
C -17.554 -8.697 -2.332 -0.5 -1.0 -0.4 -0.10
N -16.631 -1.008 0.036 -0.2 0.3 0.9 -0.21
O -16.808 -1.075 -1.171 -0.3 0.1 -0.8 -0.16
C -11.719 -1.589 -1.226 0.1 1.2 -0.3 -0.01
O -13.965 -1.039 -1.712 -1.5 1.0 -0.3 0.02
C -16.341 -3.832 -4.343 -0.5 -0.2 -0.9 -0.99
S -16.624 -4.357 -5.843 0.1 -0.2 -0.4 0.44
H -16.936 -6.807 5.827 0.1 -0.2 -0.5 0.11
H -14.551 -3.632 4.312 0.0 0.8 0.3 0.09
H -18.829 -3.814 0.133 -0.4 0.7 -0.9 0.04
H -13.498 -5.800 4.645 -0.3 0.0 0.0 0.10
N -13.503 -3.194 -1.294 -0.6 0.5 0.0 0.07
C -17.145 -6.489 -0.664 0.3 -1.6 -1.8 -0.36
H -19.659 -8.337 -1.933 -0.4 -0.3 -0.5 0.09
C -17.627 -8.403 4.570 -0.9 -0.9 -1.8 -0.09
C -20.857 -4.606 4.060 1.5 -0.2 -0.8 -0.12
H -15.898 -3.267 2.184 0.2 0.3 0.4 0.07
C -19.793 -2.750 2.981 -0.3 1.0 0.5 -0.09
H -9.566 -4.381 0.295 -0.3 -0.3 0.0 0.09
C -13.131 -1.856 -1.405 2.2 -1.8 -0.1 -0.54
C -18.435 -6.914 -1.002 -0.3 0.6 0.5 -0.12
C -15.311 -6.536 1.863 1.4 1.2 1.2 -0.07
H -15.425 -8.911 -2.464 0.2 0.2 -0.2 0.10
C -18.564 -6.409 2.872 0.4 0.1 -0.6 -0.38
O -15.973 -1.987 0.495 0.1 0.1 0.2 -0.27
C -15.511 -4.234 2.479 -0.5 0.9 -0.9 -0.10
H -17.235 -9.199 5.177 -0.1 -0.2 0.3 0.09
H -19.976 -0.838 3.952 -0.1 -0.4 0.3 0.11
H -19.341 -2.330 2.089 0.2 0.3 0.4 0.09
C -17.852 -6.068 4.025 -0.4 -0.5 -0.2 -0.08
H -21.079 -5.671 4.106 -0.1 0.2 -0.1 0.10
O -13.118 -5.385 -0.735 0.3 0.5 -0.1 0.02
C -20.886 -2.416 5.115 -0.6 -0.2 1.1 -0.12
C -10.528 -4.849 0.050 -0.2 0.4 0.3 -0.03
C -18.327 -8.732 3.365 1.4 -0.3 1.1 -0.07
H -10.382 -5.737 -0.542 0.1 -0.1 -0.6 0.08
H -15.122 -6.716 -1.213 0.9 -0.2 0.2 0.07
H -21.259 -1.739 5.921 0.4 -0.8 -0.6 0.11
H -17.794 -3.481 1.445 0.2 0.9 0.9 0.00
C -18.644 -8.035 -1.794 0.8 0.6 0.3 -0.09
C -14.750 -4.403 3.610 -0.1 -1.1 -0.5 -0.08
C -14.210 -5.661 3.827 1.0 -0.1 0.7 -0.12
H -14.010 -7.728 3.158 -0.4 1.2 -0.1 0.12
C -14.450 -6.711 2.977 -0.7 -1.3 -0.9 -0.08
C -15.776 -5.257 1.567 0.4 -1.3 0.8 -0.35
H -9.890 -2.415 -0.562 -0.7 -0.2 -0.2 0.13
C -16.246 -8.346 -2.057 -0.6 1.0 0.5 -0.07
C -12.759 -4.222 -0.900 1.5 0.3 0.6 -0.49
H -18.483 -9.780 3.142 0.0 0.0 -0.1 0.09
H -17.663 -5.019 4.247 -0.2 -0.3 0.1 0.11
H -15.491 -7.330 1.200 -0.2 -1.0 -0.6 0.08
H -11.039 -5.212 0.938 0.1 0.1 0.3 0.09
C -18.703 -7.746 2.482 0.0 0.1 1.6 -0.13
C -18.224 -4.264 0.885 0.1 -0.9 -0.9 -0.53
H -17.722 -9.492 -3.044 -0.1 -0.3 0.1 0.10
C -20.057 -4.088 2.981 -0.8 -1.1 0.6 -0.37
C -17.396 -7.095 4.873 0.0 1.7 0.5 -0.10
C -10.963 -2.603 -0.777 1.9 1.3 -0.1 -0.12
H -19.190 -7.989 1.571 -0.4 -0.2 -0.6 0.07
C -21.165 -3.808 5.112 -1.8 0.5 1.7 -0.11
Mn -15.538 -2.893 -1.474 -0.5 0.1 0.2 0.77
P -19.452 -5.302 1.707 -0.4 0.4 1.2 1.04
N -16.226 -3.421 -3.264 0.1 0.1 0.6 -0.04
H -21.786 -4.218 5.963 0.9 0.4 -1.0 0.11
H -11.280 -0.596 -1.491 -0.6 -1.1 0.5 0.12
C -16.069 -7.209 -1.283 -0.6 0.9 0.6 -0.08
```
Positions in Å, forces in eV/Å.

multiplicity: 6
E_LUMO (alpha / beta): 2.466 / 2.465 eV
<S²>: 8.756
charge: -1
HOMO level (alpha / beta): -4.94 / -5.20 eV



5.
This record from the OMol25 dataset describes a molecular structure, C12H6MnN2O5. The level of theory is ωB97M-V/def2-TZVPD.

Structure (XYZ):
```
26
Properties=species:S:1:pos:R:3:forces:R:3:lowdin_charge:R:1
H -0.278 -2.377 2.984 0.1 1.0 -0.8 0.24
N -0.067 -0.751 0.230 0.1 0.9 3.2 -0.04
H 0.246 2.656 4.116 0.0 -0.2 0.0 0.17
Mn -0.049 -0.520 -1.597 0.0 -0.7 -1.3 0.46
C 0.047 0.589 3.519 -0.2 -2.6 -0.1 0.16
O -0.055 -0.593 -7.496 0.2 1.6 2.2 0.03
C -1.449 -1.664 -1.883 -8.3 -5.2 -2.5 -0.02
C -0.018 -0.240 2.409 -0.1 0.1 0.9 -0.10
C -0.209 -1.884 0.921 0.2 1.3 2.4 0.01
O -2.406 -2.318 -2.079 5.5 3.5 1.3 0.30
O -2.151 1.569 -1.805 3.7 -3.3 1.4 0.31
N -0.187 -1.636 2.244 -0.1 -0.7 -0.4 0.23
H -0.017 0.107 4.511 0.1 0.9 -0.3 0.18
C 0.058 0.314 1.122 -0.4 -2.7 0.3 -0.13
H -0.321 -2.816 0.429 -0.1 -1.0 0.2 0.17
C 0.036 0.060 -6.563 -0.2 -1.6 -2.1 -0.02
C -1.302 0.810 -1.582 -6.0 6.1 -2.4 -0.04
O 1.826 -2.796 -2.093 -3.1 3.1 1.0 0.32
C 1.463 0.518 -1.552 5.8 3.8 -2.0 -0.05
C 1.065 -1.955 -1.893 5.4 -5.3 -2.1 -0.03
C 0.206 1.675 0.879 0.3 2.5 0.2 0.05
O 2.448 1.072 -1.734 -3.0 -1.7 1.0 0.32
C 0.192 1.976 3.266 0.1 1.2 0.7 0.13
H 0.270 2.053 -0.148 0.0 0.1 0.7 0.11
C 0.271 2.534 1.971 0.0 -0.5 -1.5 0.07
H 0.381 3.617 1.826 0.0 -0.5 0.2 0.17
```
Positions in Å, forces in eV/Å.

multiplicity: 5
E_LUMO (alpha / beta): -12.073 / -15.657 eV
<S²>: 6.058
charge: +3
HOMO level (alpha / beta): -19.86 / -19.85 eV



6.
This record from the OMol25 dataset describes a molecular structure, C15H21MoN3OS. The level of theory is ωB97M-V/def2-TZVPD.

Structure (XYZ):
```
42
Properties=species:S:1:pos:R:3:forces:R:3:lowdin_charge:R:1
C 2.593 1.153 0.576 0.0 0.3 0.4 -0.05
O 1.162 -1.952 -0.476 0.0 0.8 0.4 -0.09
C 0.730 2.605 0.001 0.2 0.4 0.5 -0.05
H -0.814 2.823 1.508 -0.2 -0.2 -0.1 0.17
H -4.396 -5.498 1.908 0.1 -0.1 0.0 0.15
H -2.253 -2.067 3.124 0.0 0.1 -0.1 0.16
H 2.251 -0.142 -4.781 0.0 0.0 0.0 0.15
C -0.822 0.639 -2.638 -0.2 0.1 0.0 -0.09
H -2.372 -2.995 -0.798 0.1 0.1 0.0 0.16
N 0.347 0.281 -2.038 -0.1 0.2 -0.2 -0.17
H -2.394 -5.344 0.506 0.1 0.1 0.0 0.15
H -1.896 0.980 -4.451 0.0 0.0 0.0 0.15
C 0.697 1.389 2.121 0.3 0.2 0.2 -0.07
H -1.657 0.889 -1.993 0.0 -0.1 0.0 0.12
C -3.170 -4.582 0.403 -0.2 -0.4 0.2 -0.09
H -2.584 -4.631 3.253 0.1 0.1 -0.1 0.15
C 1.431 0.019 -2.817 0.2 0.0 -0.1 -0.10
S -1.540 -0.820 0.804 0.2 1.1 0.2 0.82
C -4.039 -4.503 1.648 -0.3 0.3 -0.2 -0.12
N -2.508 -2.718 2.394 0.1 0.3 0.0 0.08
H 3.610 0.805 0.422 -0.1 -0.2 -0.2 0.17
C 2.035 2.122 -0.263 -0.1 0.0 0.2 -0.03
C 1.894 0.738 1.749 0.4 0.7 0.3 -0.09
Mo 0.394 0.194 0.031 -0.6 -2.6 -1.0 1.42
H 0.082 0.455 -5.881 0.0 0.0 0.0 0.16
C -2.225 -2.462 1.145 0.2 -0.3 -0.1 -0.60
H 0.295 1.259 3.121 -0.2 -0.3 -0.1 0.16
H -3.954 -3.603 3.616 0.0 0.2 -0.1 0.15
C -0.950 0.700 -4.006 0.2 0.0 0.0 0.03
H -3.761 -4.822 -0.478 0.0 0.1 0.0 0.15
H 1.750 -2.487 0.082 0.0 0.0 0.1 0.13
C 0.078 2.276 1.215 0.4 0.3 0.1 -0.07
H 2.358 -0.228 -2.314 0.0 0.0 0.0 0.13
H 2.618 2.549 -1.074 -0.1 -0.2 -0.2 0.17
N -2.510 -3.275 0.161 0.1 0.1 -0.2 0.08
H 0.312 3.387 -0.627 -0.2 -0.2 -0.2 0.17
H 1.223 -2.336 -1.365 -0.1 0.1 -0.1 0.11
C -3.279 -3.908 2.817 -0.2 -0.8 0.2 -0.09
H 2.406 0.100 2.463 -0.2 -0.3 -0.1 0.16
C 0.159 0.408 -4.801 -0.1 0.0 0.0 0.07
C 1.369 0.070 -4.190 -0.1 0.0 0.0 0.04
H -4.937 -3.916 1.438 0.1 0.1 0.0 0.14
```
Positions in Å, forces in eV/Å.

multiplicity: 3
E_LUMO (alpha / beta): -16.601 / -16.540 eV
<S²>: 2.086
charge: +4
HOMO level (alpha / beta): -22.36 / -22.39 eV



Number 1: calculated total energy -356.7097 hartree. Number 2: calculated total energy -2796.7121 hartree. Number 3: calculated total energy -458.5779 hartree. Number 4: calculated total energy -3949.4981 hartree. Number 5: calculated total energy -2096.3144 hartree. Number 6: calculated total energy -1288.4454 hartree.